# 1
{
  "formula": "C5H6O",
  "method": "wB97M-V/def2-TZVPD",
  "lumo_energy_ha": 0.03485,
  "smiles": "C#C[C@H](O)C=C",
  "homo_energy_ev": -9.77,
  "elements": ["C", "C", "C", "O", "C", "C", "H", "H", "H", "H", "H", "H"],
  "positions_angstrom": [[-0.15, 0.25, 1.82], [-0.35, 0.69, 0.59], [0.62, 0.44, -0.51], [1.74, -0.22, 0.04], [-0.27, -0.40, -1.38], [-0.96, -1.05, -2.14], [-0.96, 0.30, 2.51], [1.32, -1.00, 0.50], [0.83, 0.09, 2.25], [-1.27, 1.18, 0.31], [0.93, 1.34, -1.10], [-1.48, -1.63, -2.88]]
}

***

# 2
{
  "formula": "C5H6O",
  "method": "wB97M-V/def2-TZVPD",
  "lumo_energy_ha": 0.01414,
  "homo_energy_ev": -8.26,
  "elements": ["C", "C", "C", "C", "C", "O", "H", "H", "H", "H", "H", "H"],
  "positions_angstrom": [[-1.56, 0.35, -0.30], [-0.58, -0.79, 0.01], [0.84, -0.29, 0.06], [2.00, -0.65, -0.58], [1.36, 0.75, 0.76], [1.87, 1.63, 1.33], [-1.43, 1.16, 0.43], [-1.37, 0.76, -1.30], [-2.60, 0.02, -0.25], [-0.65, -1.59, -0.73], [-0.83, -1.23, 0.99], [2.94, -0.12, -0.41]]
}

***

# 3
{
  "formula": "C5H6O",
  "method": "wB97M-V/def2-TZVPD",
  "lumo_energy_ha": 0.03727,
  "homo_energy_ev": -9.24,
  "elements": ["O", "C", "C", "C", "C", "C", "H", "H", "H", "H", "H", "H"],
  "positions_angstrom": [[0.34, -1.43, 2.66], [0.93, -1.58, 1.71], [1.00, 1.19, 0.24], [-0.31, 0.95, 0.22], [-0.55, -0.73, -1.56], [-0.95, -0.21, -0.40], [1.40, 2.12, 0.64], [1.72, 0.47, -0.16], [-0.99, 1.68, 0.66], [0.32, -0.32, -2.06], [-1.08, -1.53, -2.05], [-1.85, -0.61, 0.09]]
}

***

| no. | gap between HOMO and LUMO (eV) | calculated total energy (eV) |
| --- | --- | --- |
| 1 | 10.7 | -7326.2674 |
| 2 | 8.6 | -7326.0788 |
| 3 | 10.3 | -7327.9617 |